[1]
C43H69N3O4S3SbSeTi as an isolated structure at a distorted geometry. Source: OMol25; level of theory: wB97M-V/def2-TZVPD.

Structure (XYZ):
```
125
Properties=species:S:1:pos:R:3:forces:R:3
Ti 0.64613 1.34370 0.97113 0.055 0.112 1.134
C 1.65728 -1.50107 -6.20612 -0.018 -0.024 -0.019
C 1.58028 -0.00168 -5.88950 0.029 0.040 0.054
C 0.26311 0.53656 -6.44775 -0.021 -0.012 -0.026
C 2.73150 0.72556 -6.59709 0.011 0.013 -0.016
C 1.68533 0.20643 -4.37902 -0.067 0.035 -0.042
C 0.69020 0.82119 -3.62931 0.054 0.026 -0.023
C 0.82613 0.93991 -2.26280 -0.080 -0.036 -0.065
Se -0.63140 1.69807 -1.24285 -0.120 -0.408 -0.497
C -1.48949 -0.05898 -1.10504 -0.039 0.146 0.018
C -2.34249 -0.45557 -2.10575 -0.109 -0.060 -0.022
C -2.95762 -1.70905 -2.07626 0.043 0.061 -0.039
C -2.67227 -2.50833 -0.97992 0.038 -0.004 0.066
C -1.81299 -2.14784 0.06547 -0.164 -0.144 -0.114
C -1.17789 -0.88529 0.00468 0.171 0.161 0.198
O -0.35278 -0.45867 0.92752 -0.106 -0.054 -0.230
C -1.64032 -3.18391 1.19452 0.076 0.116 -0.032
C -0.68075 -2.78245 2.32195 0.016 -0.018 -0.032
C -1.09481 -4.48916 0.59377 0.003 -0.048 0.013
C -3.00900 -3.45708 1.83818 -0.032 -0.013 0.004
C -3.84337 -2.15040 -3.23974 0.027 0.028 0.011
C -4.94896 -1.11539 -3.48684 -0.037 0.005 0.036
C -4.50751 -3.50161 -2.97895 -0.024 -0.035 -0.019
C -2.98440 -2.27050 -4.50724 0.009 -0.016 -0.007
C 1.94595 0.45558 -1.56393 0.042 0.218 0.425
O 1.98674 0.57539 -0.24615 -0.019 -0.209 -0.351
C 3.00808 -0.08624 -2.31739 0.043 -0.094 -0.200
C 2.81786 -0.21585 -3.69240 0.048 -0.011 0.074
C 4.37524 -0.52591 -1.75940 -0.145 0.029 0.042
C 4.57974 -2.02089 -2.04678 0.003 -0.020 -0.039
C 4.56846 -0.32386 -0.25318 0.063 0.001 0.010
C 5.47176 0.29109 -2.46032 0.028 0.017 0.005
H 1.56403 -1.67248 -7.28344 0.010 0.001 -0.005
H 0.85391 -2.03955 -5.69896 -0.007 0.005 0.001
H 2.60543 -1.92771 -5.87506 0.001 0.000 0.010
H 0.21841 0.34989 -7.52425 0.000 0.005 -0.002
H 0.16931 1.61187 -6.28690 0.008 0.003 0.010
H -0.59618 0.04649 -5.98514 0.002 -0.010 0.000
H 2.66040 0.59440 -7.68170 0.005 -0.007 -0.004
H 3.70145 0.34572 -6.27241 -0.002 -0.007 0.004
H 2.70369 1.79316 -6.37292 -0.010 0.000 0.002
H -0.19677 1.22919 -4.09496 -0.019 -0.020 0.001
H -2.52434 0.22636 -2.93116 0.017 0.006 0.001
H -3.14116 -3.48263 -0.91977 0.000 0.005 0.003
H 0.32763 -2.61363 1.95163 0.005 -0.006 -0.029
H -0.65358 -3.60007 3.05124 0.020 0.016 0.002
H -0.98109 -1.86937 2.82811 -0.034 0.016 0.018
H -0.13176 -4.30827 0.11219 0.003 0.006 0.002
H -1.76910 -4.91205 -0.15323 0.006 -0.001 0.000
H -0.94910 -5.23539 1.38125 -0.012 -0.003 0.001
H -3.44417 -2.52826 2.21248 0.014 0.004 0.020
H -2.89918 -4.14780 2.67984 -0.003 -0.016 -0.007
H -3.71474 -3.89574 1.12945 0.001 0.014 -0.003
H -5.55619 -0.98143 -2.58905 -0.005 -0.014 -0.001
H -5.60215 -1.43911 -4.30323 0.007 0.005 -0.012
H -4.53460 -0.14276 -3.75300 0.009 0.001 0.002
H -5.11845 -3.47865 -2.07392 -0.003 0.009 0.001
H -3.76834 -4.29794 -2.87150 0.007 0.003 0.009
H -5.15701 -3.76017 -3.81987 0.004 -0.002 -0.002
H -2.50389 -1.31999 -4.74463 -0.004 0.004 -0.001
H -3.59348 -2.57305 -5.36539 -0.006 0.006 -0.004
H -2.19382 -3.01005 -4.36380 -0.003 -0.003 0.005
H 3.62052 -0.66655 -4.26683 -0.005 0.012 -0.010
H 3.79311 -2.61000 -1.57013 0.001 0.003 0.011
H 5.54434 -2.35036 -1.64923 0.008 -0.001 -0.008
H 4.55972 -2.24022 -3.11637 0.007 0.002 0.002
H 3.88233 -0.93414 0.32986 -0.013 -0.045 -0.007
H 4.43144 0.71131 0.05449 -0.025 0.016 -0.018
H 5.59115 -0.62743 -0.00416 -0.013 0.004 0.021
H 5.44767 0.17060 -3.54464 0.009 -0.016 0.000
H 6.45604 -0.02608 -2.10287 0.008 0.005 -0.004
H 5.35288 1.35337 -2.23776 -0.008 -0.004 0.005
S 4.47718 5.34081 -0.66540 0.184 -0.081 0.037
Sb 2.89887 3.67151 -0.60262 0.218 0.494 0.047
S 2.45709 3.07276 1.67876 -0.060 -0.237 -0.198
S 0.93354 4.37562 -1.58904 -0.017 -0.099 -0.093
C -0.25792 5.66398 1.73352 -0.011 0.064 0.048
C -1.67266 5.20384 1.98236 0.001 -0.107 0.016
O -1.97641 4.10974 1.14131 -0.222 0.174 -0.076
C -3.34009 3.77381 1.20483 0.032 -0.003 0.037
C -3.60705 2.60366 0.28771 0.004 -0.038 -0.019
H -0.06560 6.57710 2.30460 0.026 -0.012 0.000
H -0.09937 5.85988 0.67352 -0.010 0.022 -0.008
H 0.46950 4.90797 2.02463 -0.011 -0.021 -0.038
H -2.38599 6.02194 1.78605 -0.002 -0.013 -0.022
H -1.81509 4.89772 3.03257 0.003 0.019 0.010
H -3.94963 4.64541 0.91190 -0.006 -0.010 -0.019
H -3.61405 3.51243 2.23630 0.009 0.016 -0.015
H -3.38660 2.86224 -0.74867 -0.006 0.020 -0.001
H -4.65319 2.29393 0.35837 0.002 0.002 -0.014
H -2.98076 1.75445 0.56482 -0.021 0.014 0.037
C -2.89387 0.32840 2.96801 -0.039 -0.044 -0.002
N -2.45645 1.59545 3.51097 -0.113 0.044 0.043
C -3.31056 2.12454 4.53738 -0.033 -0.050 0.125
C -1.07441 1.81238 3.58514 0.553 -0.185 -0.897
O -0.39667 1.83328 2.46079 -0.336 -0.046 0.784
N -0.52931 2.27209 4.78856 -0.084 0.073 0.019
C -0.38465 1.25424 5.81987 -0.050 0.072 0.037
C 0.58477 3.20089 4.70569 0.003 0.031 0.055
H -2.99163 -0.44027 3.75731 0.017 0.008 -0.004
H -2.16908 -0.01759 2.23374 -0.004 0.012 -0.005
H -3.86810 0.43643 2.48041 0.001 0.015 0.011
H -4.30436 2.32784 4.12333 0.002 -0.030 -0.016
H -2.89699 3.05109 4.92939 -0.003 -0.002 -0.027
H -3.44745 1.42606 5.38317 0.013 0.024 0.005
H -1.18421 0.52125 5.72021 -0.014 0.012 0.025
H -0.44996 1.70071 6.81827 0.028 0.023 -0.010
H 0.57454 0.72184 5.73883 0.002 -0.029 -0.030
H 0.75584 3.50011 3.67537 -0.006 0.009 -0.014
H 1.51055 2.73929 5.06851 0.026 -0.016 -0.065
H 0.40102 4.09936 5.30581 -0.014 -0.038 0.057
N 2.32364 -0.25618 2.74915 -0.013 0.097 0.061
C 2.81232 -1.09043 3.72382 -0.060 -0.057 0.071
C 2.91366 -2.47194 3.51364 -0.031 0.037 -0.019
C 3.34880 -3.31013 4.52421 0.048 -0.067 0.042
C 3.70616 -2.81016 5.77143 -0.040 0.081 -0.101
C 3.62700 -1.43651 5.97561 0.040 -0.040 0.087
C 3.19433 -0.58653 4.97498 -0.001 0.026 -0.075
H 2.27176 -0.62923 1.81173 0.129 0.072 -0.067
H 2.58537 0.72397 2.80447 0.169 -0.036 -0.196
H 2.64776 -2.87595 2.54383 -0.023 -0.013 0.012
H 3.41662 -4.37471 4.33004 -0.011 0.002 0.002
H 4.04612 -3.47045 6.55819 -0.001 -0.007 0.010
H 3.90845 -1.01679 6.93496 0.010 0.001 -0.008
H 3.15512 0.48362 5.13994 -0.036 0.013 0.026
```
Positions in Å, forces in eV/Å.

## Properties
HOMO-LUMO gap (spin up / spin down)	3.89 / 5.67	eV
energy above the lowest of the compared OMol25 structures with the same formula, charge and spin	1.519	eV
HOMO (spin up / spin down)	-0.086 / -1.869	eV
⟨S²⟩	3.7755
strongest force on any atom	1.14	eV/Å
multiplicity	4
DFT total energy	-185881.6040	eV
total charge	-2

These are the Löwdin partial charges, in e, on atoms 1 to 4: 0.600 -0.054 -0.558 -0.070

[2]
A single C5H8O molecule at a distorted geometry. Source: OMol25; level of theory: wB97M-V/def2-TZVPD.

Structure (XYZ):
```
14
Properties=species:S:1:pos:R:3:forces:R:3
C 2.85551 -0.25532 0.24896 1.376 -0.207 0.561
C 1.93780 0.40495 -0.12508 -1.960 -0.311 -0.520
C -1.47483 1.16658 0.06342 1.502 -1.723 -1.286
C -0.56267 -1.23970 -0.29492 0.179 2.468 -0.864
C -0.30151 0.21035 0.27575 -1.446 -1.113 -1.924
O 0.73661 0.77977 -0.47945 2.205 1.316 -1.576
H 3.73812 -0.65831 0.67454 0.144 -0.034 -0.074
H -1.75458 1.13851 -0.98972 0.033 -0.014 -0.059
H -2.25286 0.74881 0.60866 -1.801 -0.051 1.245
H -1.16245 2.14373 0.29121 -0.016 1.273 0.695
H -0.85934 -1.14107 -1.35237 0.032 0.253 0.295
H -1.35313 -1.74906 0.17202 -0.883 -0.716 0.997
H 0.33669 -1.79931 -0.32493 0.858 -0.653 0.412
H 0.11663 0.25007 1.23191 -0.223 -0.488 2.096
```
Positions in Å, forces in eV/Å.

## Properties
HOMO-LUMO gap	10.35	eV
energy above the lowest of the compared OMol25 structures with the same formula, charge and spin	3.156	eV
HOMO	-9.321	eV
SMILES	C#COC(C)C
strongest force on any atom	3.01	eV/Å
DFT total energy	-7359.0993	eV

These are the Löwdin partial charges, in e, on atoms 1 to 4: 0.123 -0.237 -0.016 -0.003